i) This record from the OMol25 dataset describes a single C5H10FNO molecule. The level of theory is wB97M-V/def2-TZVPD.

Calculated values
SMILES string: CC(C)(C)N(F)C=O
Frontier orbital gap: 10.6 eV
Charge: 0
HOMO energy: -9.729 eV

```
18
C5H10FNO | the OMol25 dataset | wB97M-V/def2-TZVPD
C -0.44655 -0.17402 1.42272
C 0.10310 0.23676 0.08744
C 1.61524 0.49628 0.24230
C -0.57471 1.48799 -0.45649
N -0.02731 -0.78036 -0.91261
F 1.22106 -1.27544 -1.25735
C -0.98809 -1.75569 -1.17115
O -2.10296 -1.66234 -0.75425
H -1.56302 0.13833 1.69541
H -0.51032 -1.39829 1.32047
H 0.22917 -0.02534 2.32211
H 2.06286 0.94101 -0.74789
H 2.18310 -0.44801 0.53137
H 1.60226 1.31226 0.95328
H 0.02455 1.92431 -1.15743
H -1.57545 1.25673 -0.79981
H -0.63853 2.28982 0.34478
H -0.61439 -2.56402 -1.66289
```

=====

ii) This record from the OMol25 dataset describes 2 unconnected molecules or ions with the total composition C5H10FNO. The level of theory is wB97M-V/def2-TZVPD.

Calculated values
Frontier orbital gap: 8.5 eV
Charge: 0
HOMO energy: -7.672 eV

```
18
C5H10FNO | the OMol25 dataset | wB97M-V/def2-TZVPD
C -0.90338 0.52336 0.37034
C 2.03035 -0.35960 0.66503
C 1.28844 1.28426 -1.21065
C -3.04443 -0.67535 0.27861
C 1.13452 0.02713 -0.46422
N -1.63171 -0.48471 -0.11043
O -1.01049 1.53764 0.94205
F 0.93060 -1.15427 -1.27640
H 1.57139 -1.15067 1.13161
H 2.14481 0.42953 1.26449
H 3.11814 -0.44767 0.33669
H 0.37773 1.52736 -1.79551
H 2.17212 1.14738 -1.93186
H 1.58147 1.98993 -0.57076
H -3.58525 0.24164 0.56587
H -3.66257 -1.25860 -0.53363
H -3.17757 -1.23948 1.15880
H -1.18952 -1.22897 -0.61740
```

=====

Need the numbers? Relative energies in kJ/mol: i) 56.5; ii) 0.0.

=====

i) This record from the OMol25 dataset describes 2 unconnected molecules or ions with the total composition C5H10O3. The level of theory is wB97M-V/def2-TZVPD.

Calculated values
SMILES string: C=C(CO)OC.C=O
Frontier orbital gap: 9.6 eV
Charge: 0
HOMO energy: -8.915 eV

```
18
C5H10O3 | the OMol25 dataset | wB97M-V/def2-TZVPD
C 1.27338 0.98942 -1.43253
C 0.87742 -0.05458 -0.71120
C -0.53605 -0.58050 -0.79871
O -1.21586 -0.34862 0.42821
O 1.77962 -0.65806 0.10961
C 1.37335 -1.74306 0.91381
H 2.28447 1.34749 -1.36733
H 0.60434 1.49856 -2.09841
H -0.52374 -1.65863 -1.01795
H -1.04445 -0.06491 -1.62014
H -2.15001 -0.55880 0.31520
H 2.21638 -1.94688 1.57227
H 0.49311 -1.49700 1.51211
H 1.17057 -2.63570 0.31143
C -1.64790 1.96338 0.96615
O -2.80351 2.01078 0.65092
H -1.31979 1.68987 1.98132
H -0.83132 2.24725 0.28525
```

=====

ii) This record from the OMol25 dataset describes a single C5H10O3 molecule. The level of theory is wB97M-V/def2-TZVPD.

Calculated values
SMILES string: O=C(O)CCCCO
Frontier orbital gap: 11.1 eV
Charge: 0
HOMO energy: -10.381 eV

```
18
C5H10O3 | the OMol25 dataset | wB97M-V/def2-TZVPD
O -0.59633 -0.58192 2.11958
C -1.06421 -0.90775 1.03709
O -2.35951 -0.71013 0.86775
C -0.37375 -1.21926 -0.13276
C 1.14252 -0.57182 0.07916
C 0.98038 0.86830 -0.01106
C 0.54412 1.57735 -1.30830
O 1.54299 1.30526 -2.33667
H -2.86849 -0.30983 1.59976
H -0.88926 -1.13733 -1.03914
H -0.13387 -2.32570 -0.15598
H 1.58003 -0.91600 0.99576
H 1.83691 -1.06224 -0.71905
H 1.90199 1.40289 0.31276
H 0.23839 1.25835 0.73369
H 0.58492 2.57811 -1.25465
H -0.53102 1.13978 -1.61284
H 2.20880 0.78538 -2.05036
```

=====

Need the numbers? Relative energies in kJ/mol: i) 90.3; ii) 0.0.

=====

i) This record from the OMol25 dataset describes 2 unconnected molecules or ions with the total composition C5H10O3. The level of theory is wB97M-V/def2-TZVPD.

Calculated values
SMILES string: C=CCCC(=O)O.O
Frontier orbital gap: 10.7 eV
Charge: 0
HOMO energy: -10.026 eV

```
18
C5H10O3 | the OMol25 dataset | wB97M-V/def2-TZVPD
C -1.57340 0.62645 -1.64361
C -0.42315 0.30879 -1.00070
C -0.28747 -0.71906 0.15547
C 0.99341 -1.42830 -0.09688
C 2.17214 -0.59239 0.21348
O 2.95207 -0.06946 -0.53979
O 2.22188 -0.47263 1.55351
H -2.50987 0.14961 -1.52799
H -1.61867 1.45996 -2.16321
H 0.48334 0.99018 -1.12730
H -1.12064 -1.37997 0.01116
H -0.27183 -0.27525 1.15878
H 1.21797 -1.77775 -1.10107
H 0.87320 -2.33737 0.53756
H 3.11329 -0.01313 1.73259
O -1.91789 2.04689 1.51520
H -2.72604 1.61434 1.60367
H -1.57833 1.86911 0.71913
```

=====

ii) This record from the OMol25 dataset describes a molecular structure, C5H10O3. The level of theory is wB97M-V/def2-TZVPD.

Calculated values
Frontier orbital gap: 10.5 eV
Charge: 0
HOMO energy: -10.634 eV

```
18
C5H10O3 | the OMol25 dataset | wB97M-V/def2-TZVPD
C -1.86803 0.61814 -0.21789
C -0.61428 -0.16126 -0.36681
C -0.75595 -1.57035 0.25735
C 0.58266 0.44263 0.17431
C 1.86791 -0.28006 -0.27325
H -1.97452 0.79899 0.78314
H -2.62625 -0.12305 -1.06112
H -1.84749 1.55070 -0.59829
H -0.58053 -0.29162 -1.29592
H -1.57256 -2.04299 0.27632
H -1.11180 -1.45395 1.28859
H 0.14899 -2.28736 0.25686
H 0.41353 0.40325 1.04174
H 1.45881 2.40018 -0.24340
H 2.73487 1.16722 1.05335
O 0.62537 1.83995 -0.43297
O 3.06410 0.17441 0.35301
O 2.05517 -1.18484 -0.99502
```

=====

Need the numbers? Relative energies in kJ/mol: i) 0.0; ii) 482.5.

=====

i) This record from the OMol25 dataset describes a single C7H12 molecule. The level of theory is wB97M-V/def2-TZVPD.

Calculated values
SMILES string: CC[C@H]1C[C@H]2C[C@@H]12
Frontier orbital gap: 10.2 eV
Charge: 0
HOMO energy: -9.000 eV

```
19
C7H12 | the OMol25 dataset | wB97M-V/def2-TZVPD
C 2.51159 0.26605 -0.68215
C 1.10220 -0.30946 -0.74057
C 0.25259 -0.10046 0.48435
C -0.62114 1.15439 0.70457
C -1.84571 0.26179 0.84760
C -2.08921 -0.52335 -0.38007
C -0.97127 -0.99629 0.46594
H 3.06081 0.00876 -1.58919
H 3.04346 -0.09980 0.19915
H 2.49339 1.36072 -0.61409
H 0.60469 0.07988 -1.63351
H 1.01135 -1.39825 -0.85654
H 0.81884 -0.32290 1.40281
H -0.64683 1.83368 -0.15386
H -0.37269 1.72033 1.60472
H -2.51255 0.30905 1.70377
H -2.95494 -1.17190 -0.33676
H -1.91016 -0.09194 -1.35380
H -0.97442 -1.98031 0.92763
```

=====

ii) This record from the OMol25 dataset describes 3 unconnected molecules or ions with the total composition C7H12. The level of theory is wB97M-V/def2-TZVPD.

Calculated values
Frontier orbital gap: 9.1 eV
Charge: 0
HOMO energy: -8.057 eV

```
19
C7H12 | the OMol25 dataset | wB97M-V/def2-TZVPD
C -2.58492 0.26873 0.20183
C -1.10185 0.06999 0.17071
C -0.16888 0.12680 -1.02490
C 0.96811 0.19128 0.01131
C 2.23703 -0.61787 -0.02622
C 2.28789 0.88893 -0.10871
C -0.09692 0.26493 1.06254
H -3.13384 -0.26799 -0.57787
H -2.72368 1.33964 0.03906
H -3.03491 0.02147 1.16515
H -1.40772 -1.93941 0.01439
H -0.14205 -0.69599 -1.75224
H -0.34550 1.07304 -1.53927
H 2.45668 -1.18565 -0.92939
H 2.57693 -1.09391 0.89125
H 2.54145 1.34130 -1.06590
H 2.65900 1.43694 0.75474
H -0.05445 0.26709 2.15273
H -0.93235 -1.48932 0.56081
```

=====

Need the numbers? Relative energies in kJ/mol: i) 0.0; ii) 257.4.

=====

i) This record from the OMol25 dataset describes a single C7H12 molecule. The level of theory is wB97M-V/def2-TZVPD.

Calculated values
SMILES string: C=C(C)C/C=C/C
Frontier orbital gap: 10.1 eV
Charge: 0
HOMO energy: -8.936 eV

```
19
C7H12 | the OMol25 dataset | wB97M-V/def2-TZVPD
C -0.72186 1.69778 1.28694
C -1.25801 0.78083 0.48538
C -2.27147 1.21960 -0.54792
C -0.85610 -0.65653 0.57879
C 0.67508 -0.84984 0.52789
C 1.27462 -0.96954 -0.63425
C 2.76611 -1.20723 -0.85578
H -0.89977 2.74672 1.24026
H 0.02013 1.40131 2.00405
H -1.76408 1.25449 -1.49017
H -3.15165 0.58692 -0.58074
H -2.66772 2.19531 -0.29219
H -1.12884 -1.25804 -0.29580
H -1.26505 -1.21998 1.41498
H 1.18509 -0.82166 1.48210
H 0.78108 -1.00749 -1.60245
H 2.88205 -2.22209 -1.24656
H 3.24669 -1.17154 0.11239
H 3.15369 -0.49903 -1.58691
```

=====

ii) This record from the OMol25 dataset describes a single C7H12 molecule. The level of theory is wB97M-V/def2-TZVPD.

Calculated values
Frontier orbital gap: 5.3 eV
Charge: 0
HOMO energy: -6.465 eV

```
19
C7H12 | the OMol25 dataset | wB97M-V/def2-TZVPD
C -1.83817 -1.58062 0.44223
C -0.69956 -0.78085 1.06166
C -0.04268 0.30118 -0.03825
C -0.92492 0.90124 -0.97889
C 0.84811 1.16092 0.91348
C 1.35431 0.12369 0.02042
C 2.22099 0.32671 -1.16241
H -1.84814 -1.46561 -0.63024
H -2.79278 -1.25955 0.85291
H -1.71902 -2.63728 0.68142
H -1.03939 -0.08668 1.80900
H 0.15117 -1.33396 1.42255
H -1.23674 0.37848 -1.87694
H -1.66333 1.57216 -0.55818
H 0.77104 1.14725 1.99342
H 1.14008 2.12193 0.45852
H 2.53235 1.37539 -1.20663
H 3.10923 -0.31148 -1.13890
H 1.67745 0.04707 -2.06517
```

=====

iii) This record from the OMol25 dataset describes 2 unconnected molecules or ions with the total composition C7H12. The level of theory is wB97M-V/def2-TZVPD.

Calculated values
SMILES string: CC1C=C1.C=CC
Frontier orbital gap: 10.5 eV
Charge: 0
HOMO energy: -9.351 eV

```
19
C7H12 | the OMol25 dataset | wB97M-V/def2-TZVPD
C -2.03722 -0.38514 0.73177
C -1.90301 -0.82029 -0.71829
C -0.60608 -0.71071 -1.46599
C -0.96046 -1.91092 -1.13685
H -2.26074 0.68686 0.80962
H -2.84556 -0.92724 1.23761
H -1.10875 -0.57696 1.28192
H -2.83194 -0.69706 -1.28781
H 0.10603 -0.03083 -1.90873
H -0.76032 -2.97224 -1.12914
C 1.74839 1.92098 -0.57040
C 1.24345 1.24452 0.45840
C 1.87621 0.03685 1.08231
H 2.68830 1.62713 -1.03578
H 1.24614 2.79119 -0.98552
H 0.29522 1.56940 0.88995
H 2.08785 0.20812 2.14495
H 1.20772 -0.83070 1.01970
H 2.81478 -0.22296 0.58229
```

=====

iv) This record from the OMol25 dataset describes a single C7H12 molecule. The level of theory is wB97M-V/def2-TZVPD.

Calculated values
SMILES string: C=C(C)/C(C)=C/C
Frontier orbital gap: 9.6 eV
Charge: 0
HOMO energy: -8.524 eV

```
19
C7H12 | the OMol25 dataset | wB97M-V/def2-TZVPD
C -1.46583 -1.20504 1.28325
C -0.54377 -1.03099 0.33884
C 0.15354 -2.21704 -0.28006
C -0.09040 0.30790 -0.11582
C -1.17576 1.28878 -0.45606
C 1.20763 0.63199 -0.08704
C 1.79130 1.96553 -0.44031
H -1.87130 -0.31227 1.75276
H -1.82362 -2.18277 1.54495
H 1.23996 -2.18035 -0.15881
H -0.10429 -3.14738 0.21114
H -0.17458 -2.29030 -1.31855
H -1.88405 1.38571 0.35848
H -0.79571 2.28811 -0.63623
H -1.74463 0.99091 -1.34463
H 1.85256 -0.17396 0.24503
H 1.72690 2.66291 0.39909
H 2.85569 1.90027 -0.66236
H 1.29080 2.40699 -1.30367
```

=====

Need the numbers? Relative energies in kJ/mol: i) 39.0; ii) 545.2; iii) 223.1; iv) 0.0.